Entry 1:
Here is a structure of composition C26H50InNP3S in a non-equilibrium geometry from the Open Molecules 2025 dataset. Energies are from ωB97M-V/def2-TZVPD.

Output
Relative energy (zero: lowest compared OMol25 entry of this formula, charge and spin) = 127.3 kJ/mol
Net charge = +3
Lowest unoccupied orbital energy = -10.10 eV
Frontier orbital gap = 4.49 eV

Each line ends with the Löwdin charge.
Element x y z (Å)
In (-0.51, -0.30, -0.57)  0.448
P (2.47, 1.51, 0.75)  0.880
P (-2.09, 1.78, 0.07)  0.738
P (0.19, 1.13, -2.78)  0.762
H (-1.19, -4.87, 0.09)  0.037
C (-0.44, -5.30, -0.58)  -0.057
C (0.87, -5.10, -0.36)  -0.083
H (1.22, -4.53, 0.51)  0.030
C (3.23, 1.03, 2.30)  -0.199
C (2.40, 3.30, 0.68)  -0.182
C (3.49, 0.88, -0.60)  -0.174
C (-3.71, 1.68, -0.77)  -0.220
C (-2.52, 1.81, 1.84)  -0.244
C (-1.54, 3.49, -0.25)  -0.247
C (1.28, 0.18, -3.90)  -0.226
C (0.97, 2.79, -2.80)  -0.244
C (-1.30, 1.40, -3.80)  -0.223
H (-0.82, -5.88, -1.43)  0.071
H (1.64, -5.53, -1.02)  0.060
H (3.25, -0.06, 2.40)  0.061
H (2.68, 1.47, 3.15)  0.071
H (4.27, 1.40, 2.34)  0.097
H (1.66, 3.66, 1.41)  0.074
H (2.12, 3.65, -0.32)  0.051
H (3.39, 3.71, 0.94)  0.095
H (3.60, -0.21, -0.49)  0.084
H (4.48, 1.35, -0.55)  0.099
H (3.04, 1.09, -1.58)  0.034
H (-4.14, 2.69, -0.84)  0.075
H (-4.40, 1.04, -0.19)  0.059
H (-3.60, 1.26, -1.77)  0.044
H (-3.11, 2.71, 2.05)  0.075
H (-1.61, 1.82, 2.45)  0.034
H (-3.12, 0.92, 2.10)  0.046
H (-2.15, 4.17, 0.36)  0.073
H (-1.66, 3.75, -1.31)  0.051
H (-0.49, 3.61, 0.04)  0.019
H (0.69, -0.28, -4.70)  0.055
H (1.77, -0.62, -3.33)  0.044
H (2.04, 0.84, -4.33)  0.071
H (1.03, 3.13, -3.84)  0.084
H (1.99, 2.75, -2.39)  0.025
H (0.38, 3.50, -2.22)  0.029
H (-0.99, 1.51, -4.85)  0.085
H (-1.83, 2.30, -3.47)  0.055
H (-1.98, 0.54, -3.72)  0.012
C (-1.12, -2.33, -3.60)  -0.713
C (-1.70, -2.02, -4.85)  -0.129
C (-1.05, -2.35, -6.03)  -0.069
C (0.17, -3.05, -5.99)  -0.063
C (0.71, -3.44, -4.76)  -0.072
C (0.07, -3.09, -3.57)  -0.134
S (-1.91, -1.83, -2.16)  0.659
H (1.11, 0.97, 0.67)  -0.035
H (-2.66, -1.51, -4.85)  0.105
H (-1.49, -2.07, -6.99)  0.119
H (0.68, -3.31, -6.92)  0.118
H (1.63, -4.01, -4.72)  0.115
H (0.46, -3.39, -2.59)  0.073
C (-1.27, -0.79, 4.44)  0.024
N (0.01, -0.74, 3.68)  -0.174
C (1.15, -0.68, 4.63)  0.011
C (0.20, -1.86, 2.63)  -0.082
C (-1.12, -2.22, 2.02)  -0.312
C (-1.81, -3.31, 2.60)  -0.038
C (-3.16, -3.51, 2.32)  -0.029
C (-3.80, -2.66, 1.42)  -0.018
C (-3.07, -1.65, 0.77)  -0.166
C (-1.70, -1.49, 0.98)  -0.263
H (-1.36, -1.77, 4.93)  0.127
H (-2.12, -0.62, 3.77)  0.101
H (-1.24, 0.00, 5.19)  0.119
H (-0.01, 0.13, 3.12)  0.152
H (1.17, -1.63, 5.19)  0.129
H (2.09, -0.56, 4.09)  0.072
H (0.99, 0.16, 5.31)  0.120
H (0.93, -1.47, 1.91)  0.100
H (0.66, -2.70, 3.16)  0.145
H (-1.28, -3.96, 3.30)  0.135
H (-3.70, -4.32, 2.81)  0.133
H (-4.86, -2.77, 1.20)  0.133
H (-3.62, -1.02, 0.07)  0.078


Entry 2:
Here is a structure of composition C26H50N2O3P2Tc in a non-equilibrium geometry from the Open Molecules 2025 dataset. Energies are from ωB97M-V/def2-TZVPD.

Output
Relative energy (zero: lowest compared OMol25 entry of this formula, charge and spin) = 144.1 kJ/mol
Net charge = +4
2S+1 = 4
Lowest unoccupied orbital energy (alpha / beta) = -14.00 / -16.50 eV
<S²> = 3.768
Frontier orbital gap (alpha / beta) = 6.18 / 3.88 eV

Each line ends with the Mulliken spin population.
Element x y z (Å)
Tc (0.59, -0.28, -1.38)  1.636
C (1.39, -0.45, -3.09)  -0.117
O (1.93, -0.56, -4.14)  0.172
C (1.01, 1.50, -0.93)  -0.074
O (1.25, 2.61, -0.60)  0.087
P (-1.71, 0.40, -1.96)  0.002
C (-2.99, 1.15, -0.83)  0.000
H (-3.80, 1.46, -1.51)  -0.003
C (-1.58, 1.71, -3.27)  0.017
H (-0.73, 2.32, -2.88)  0.013
C (-2.68, -1.00, -2.67)  0.019
H (-2.90, -1.62, -1.78)  -0.006
C (2.69, -3.05, -0.36)  0.008
P (2.37, -1.26, 0.12)  -0.048
H (3.50, -1.83, 2.13)  0.001
H (1.80, -3.54, 0.08)  -0.005
C (4.05, -0.46, -0.17)  0.017
H (4.76, -1.28, 0.05)  -0.001
C (-1.18, 1.18, -4.65)  0.026
H (-2.02, 0.69, -5.16)  0.000
H (-0.32, 0.51, -4.64)  -0.022
H (-0.89, 2.05, -5.27)  0.001
C (-2.79, 2.64, -3.45)  0.020
H (-2.56, 3.33, -4.28)  0.005
H (-3.00, 3.25, -2.56)  0.000
H (-3.69, 2.08, -3.73)  0.000
C (-4.02, -0.60, -3.28)  0.007
H (-4.67, -0.06, -2.57)  -0.001
H (-4.55, -1.53, -3.55)  0.002
H (-3.92, -0.01, -4.20)  0.000
C (-1.86, -1.88, -3.62)  0.029
H (-2.40, -2.83, -3.73)  0.001
H (-0.85, -2.10, -3.24)  -0.007
H (-1.77, -1.43, -4.62)  0.000
C (-3.58, 0.15, 0.18)  0.001
H (-4.37, -0.47, -0.27)  0.000
H (-4.03, 0.69, 1.02)  0.000
H (-2.81, -0.52, 0.58)  0.000
C (-2.45, 2.39, -0.14)  0.003
H (-1.74, 2.13, 0.65)  0.008
H (-3.28, 2.93, 0.34)  0.000
H (-1.96, 3.09, -0.82)  0.000
C (3.95, -3.69, 0.23)  0.005
H (4.04, -3.56, 1.32)  0.000
H (4.86, -3.32, -0.25)  0.000
H (3.90, -4.77, 0.04)  0.001
C (2.62, -3.29, -1.87)  0.021
H (3.45, -2.82, -2.41)  -0.001
C (2.21, -0.28, 2.83)  0.001
H (1.67, -2.95, -2.31)  -0.002
H (2.69, -4.38, -2.04)  0.001
C (1.55, -2.69, 2.47)  -0.006
H (1.21, -0.28, 3.28)  0.003
H (2.93, -0.25, 3.66)  -0.001
H (2.32, 0.66, 2.27)  -0.003
C (2.44, -1.54, 1.98)  -0.008
H (1.48, -2.65, 3.57)  0.000
H (1.97, -3.67, 2.22)  0.001
H (0.54, -2.63, 2.06)  0.002
C (4.37, 0.73, 0.74)  0.009
H (3.62, 1.53, 0.61)  -0.002
H (5.34, 1.14, 0.44)  0.002
H (4.43, 0.45, 1.79)  0.000
C (4.24, -0.03, -1.63)  0.032
H (4.04, -0.82, -2.36)  -0.004
H (5.28, 0.29, -1.76)  0.000
H (3.59, 0.83, -1.86)  0.007
H (-0.59, 0.37, 1.61)  0.041
H (-0.82, -0.97, -0.67)  0.166
N (-2.42, 2.07, 6.99)  0.136
C (-1.63, 2.78, 6.13)  -0.002
O (-1.14, 3.88, 6.41)  0.872
C (-1.44, 2.12, 4.82)  0.016
C (-2.06, 0.91, 4.47)  0.007
C (-1.73, 0.29, 3.29)  -0.014
N (-0.83, 0.89, 2.45)  -0.056
C (-0.24, 2.10, 2.73)  -0.014
C (-0.53, 2.71, 3.93)  -0.006
H (-2.52, 2.45, 7.92)  -0.007
H (-2.59, 1.09, 6.87)  -0.003
H (-2.78, 0.40, 5.11)  0.004
H (-2.12, -0.68, 2.97)  0.005
H (0.47, 2.48, 2.00)  -0.002
H (-0.01, 3.63, 4.17)  0.002


Entry 3:
Here is a cluster of 6 separate species, C26H50NO10 in total in a non-equilibrium geometry from the Open Molecules 2025 dataset. Energies are from ωB97M-V/def2-TZVPD.

Output
Relative energy (zero: lowest compared OMol25 entry of this formula, charge and spin) = 62.9 kJ/mol
Net charge = +1
Lowest unoccupied orbital energy = -3.23 eV
Frontier orbital gap = 8.60 eV

Each line ends with the Löwdin charge.
Element x y z (Å)
C (3.96, 1.68, -3.42)  0.150
C (2.96, 1.11, -3.77)  -0.116
C (1.58, 0.73, -4.21)  -0.216
C (0.70, 0.90, -2.87)  -0.094
C (-0.15, 2.17, -3.09)  -0.068
N (0.76, 2.95, -4.02)  0.054
C (1.09, 1.94, -5.07)  -0.088
H (4.76, 2.34, -3.14)  0.056
H (1.51, -0.25, -4.68)  0.144
H (1.50, 1.00, -2.12)  0.101
H (0.18, -0.01, -2.53)  0.112
H (-0.94, 1.85, -3.79)  0.138
H (-0.47, 2.75, -2.22)  0.143
H (1.54, 3.26, -3.44)  0.179
H (0.37, 3.83, -4.37)  0.191
H (1.96, 2.31, -5.63)  0.142
H (0.27, 1.73, -5.77)  0.150
O (-1.27, -4.32, -2.33)  0.105
C (-0.14, -4.15, -1.99)  -0.528
O (0.34, -2.89, -1.91)  -0.026
C (1.61, -2.54, -1.34)  -0.223
C (2.73, -2.65, -2.36)  -0.047
C (0.80, -5.30, -1.74)  0.021
H (1.81, -3.13, -0.44)  0.117
H (1.52, -1.50, -1.01)  0.105
H (2.84, -3.68, -2.71)  0.073
H (3.67, -2.33, -1.92)  0.088
H (2.51, -2.03, -3.23)  0.061
H (1.24, -5.62, -2.68)  0.097
H (0.22, -6.13, -1.33)  0.096
H (1.58, -5.09, -1.02)  0.076
O (-0.26, -0.27, 2.18)  0.065
C (-1.17, -0.78, 1.58)  -0.500
O (-1.45, -0.33, 0.35)  -0.005
C (-2.36, -0.98, -0.56)  -0.228
C (-3.79, -0.53, -0.35)  -0.053
C (-2.03, -1.84, 2.19)  0.030
H (-2.24, -2.06, -0.50)  0.111
H (-2.03, -0.68, -1.55)  0.107
H (-4.15, -0.79, 0.64)  0.079
H (-4.44, -0.98, -1.10)  0.092
H (-3.86, 0.56, -0.44)  0.060
H (-2.83, -1.37, 2.76)  0.105
H (-1.42, -2.43, 2.87)  0.057
H (-2.46, -2.54, 1.48)  0.087
O (3.93, 0.01, 0.48)  0.089
C (3.64, 0.92, 1.20)  -0.527
O (4.59, 1.50, 1.96)  0.003
C (4.39, 2.72, 2.69)  -0.234
C (3.80, 2.44, 4.06)  -0.061
C (2.20, 1.38, 1.35)  0.013
H (3.80, 3.43, 2.12)  0.110
H (5.38, 3.16, 2.81)  0.124
H (2.81, 1.99, 3.99)  0.069
H (3.72, 3.37, 4.63)  0.084
H (4.43, 1.75, 4.61)  0.086
H (1.71, 0.77, 2.10)  0.072
H (1.70, 1.23, 0.40)  0.070
H (2.10, 2.43, 1.59)  0.075
O (0.44, -3.59, 2.41)  0.085
C (1.05, -3.47, 3.44)  -0.511
O (1.84, -4.47, 3.87)  0.006
C (2.76, -4.35, 4.96)  -0.230
C (2.07, -4.64, 6.28)  -0.063
C (0.87, -2.25, 4.32)  0.017
H (3.26, -3.38, 4.96)  0.113
H (3.53, -5.10, 4.78)  0.124
H (1.28, -3.92, 6.50)  0.068
H (2.80, -4.62, 7.10)  0.084
H (1.61, -5.63, 6.26)  0.085
H (0.01, -2.40, 4.97)  0.103
H (0.68, -1.39, 3.66)  0.060
H (1.75, -2.00, 4.91)  0.075
O (-5.87, 1.56, -1.30)  0.102
C (-5.60, 2.71, -1.46)  -0.528
O (-5.88, 3.61, -0.50)  0.007
C (-5.43, 4.97, -0.51)  -0.234
C (-6.37, 5.86, -1.29)  -0.061
C (-5.03, 3.20, -2.78)  0.011
H (-4.40, 5.03, -0.87)  0.108
H (-5.41, 5.28, 0.53)  0.125
H (-6.42, 5.57, -2.34)  0.068
H (-6.04, 6.90, -1.23)  0.084
H (-7.38, 5.78, -0.89)  0.088
H (-5.85, 3.41, -3.47)  0.099
H (-4.40, 2.41, -3.19)  0.081
H (-4.40, 4.09, -2.68)  0.064